The following is a quantum chemistry calculation of a 6-piece molecular cluster, C3H16O5 overall in a non-equilibrium geometry, from the OMol25 dataset.

```
! wB97M-V def2-TZVPD RIJCOSX def2/J DEFGRID3
* xyz 1 2
C 2.18809 -0.06480 -0.43745
O 1.32571 1.68071 1.27955
C 0.95861 -0.46157 0.32391
C 0.82724 -1.97577 0.41144
H 2.29228 -0.69009 -1.32697
H 2.20787 1.02094 -0.56930
H 3.07173 -0.27766 0.22242
H 0.11269 0.02764 -0.22187
H 0.77172 -0.17529 1.42798
H 0.54084 -2.26500 -0.64559
H -0.02910 -2.32711 0.98562
H 1.72315 -2.49859 0.71890
H -2.71798 -2.07669 -0.40713
H -1.99828 -0.23667 0.81093
O -1.83645 -1.61948 -0.46674
H -1.60552 1.21227 0.80873
H -0.66899 3.06386 -0.59168
O -2.02762 0.56340 1.30187
H -1.10498 -1.16185 -1.84223
H -0.77466 -0.65653 -3.23680
O -0.44952 -0.70831 -2.32584
H 1.51012 2.25971 2.02022
H 0.49194 1.99449 0.83703
O -0.57391 2.25247 -0.05829
*
```

Computed properties:
- lowest unoccupied orbital energy (spin up / spin down) (eV) = -10.02 / -9.30
- energy above the lowest of the compared OMol25 structures with the same formula, charge and spin (eV) = 7.300
- expectation value of S² = 1.633
- Kohn-Sham gap (spin up / spin down) (eV) = 4.4 / 5.6


The following is a quantum chemistry calculation of a 2-piece molecular cluster, C36H17F16OSi overall in a non-equilibrium geometry, from the OMol25 dataset.

```
! wB97M-V def2-TZVPD RIJCOSX def2/J DEFGRID3
* xyz 1 1
F 4.43849 -2.62258 0.09840
C 3.75886 -1.46266 0.08014
C 2.70677 -1.23601 0.96028
F 2.27446 -2.24703 1.74034
C 2.06822 -0.00178 0.96362
F 1.18917 0.29297 1.96363
C 2.27393 0.93590 -0.04189
Si 1.12313 2.35120 -0.33960
C -0.15992 3.07588 0.83040
C -0.06861 4.30926 1.49851
F 1.07240 5.04400 1.46953
C -1.14181 4.87395 2.18152
F -1.02137 6.05434 2.81459
C -2.37480 4.22748 2.19718
F -3.47526 4.83393 2.66818
C -2.46112 2.93384 1.69211
F -3.58187 2.20123 1.90198
C -1.37566 2.40695 1.00300
F -1.52938 1.17057 0.43802
C 2.21347 3.76922 -0.86373
C 3.41782 4.06605 -0.21860
F 3.90797 3.22794 0.74179
C 4.11522 5.25500 -0.44962
F 5.19161 5.56066 0.30665
C 3.63378 6.17451 -1.38677
F 4.28512 7.33817 -1.59414
C 2.46203 5.87331 -2.08210
F 1.94722 6.78122 -2.93242
C 1.78388 4.68219 -1.82085
F 0.59453 4.45096 -2.45155
O 0.31518 1.72477 -1.65652
C -0.35894 0.98639 -2.48488
C -1.05454 -0.19759 -2.24289
C -2.24619 -0.18427 -3.13459
C -2.06582 1.04873 -4.08326
C -0.67647 1.61698 -3.81510
C 3.25914 0.62938 -0.97881
F 3.36202 1.37585 -2.11318
C 4.08347 -0.48268 -0.85515
F 5.14661 -0.63812 -1.66828
H -0.80681 -0.96966 -1.52031
H -2.35927 -1.12945 -3.69013
H -3.19367 -0.04190 -2.58159
H -2.17137 0.82690 -5.14796
H -2.81290 1.83100 -3.87308
H -0.64215 2.71712 -3.81313
H 0.04694 1.27860 -4.57896
F -5.48104 -4.11599 1.48413
C -4.31758 -3.37933 1.49687
C -4.37873 -2.07664 1.99336
C -3.21696 -1.29243 1.96127
C -2.02261 -1.78714 1.45595
C -1.96088 -3.12092 0.96688
C -0.69800 -3.66338 0.59988
C -0.27566 -4.94101 1.09175
C 0.83264 -5.62266 0.50824
C 1.26557 -6.83859 1.02575
C 0.65151 -7.39720 2.16304
C -0.43814 -6.74610 2.75907
C -0.93316 -5.57870 2.19744
C -3.14174 -3.92402 1.01419
H -5.29848 -1.67994 2.41264
H -3.24773 -0.25902 2.30642
H -1.09283 -1.20956 1.51744
H 0.02709 -3.03309 0.08615
H 1.31450 -5.15973 -0.35863
H 2.10835 -7.35380 0.55864
H 1.03537 -8.31212 2.61516
H -0.91503 -7.14531 3.65818
H -1.81174 -5.11127 2.64672
H -3.09826 -4.96478 0.70869
*
```

Computed properties:
- lowest unoccupied orbital energy (eV) = -6.07
- energy above the lowest of the compared OMol25 structures with the same formula, charge and spin (eV) = 1.267
- Kohn-Sham gap (eV) = 4.1


The following is a quantum chemistry calculation of an isolated ion of composition CH6NS and charge +1 in a non-equilibrium geometry, from the OMol25 dataset.

```
! wB97M-V def2-TZVPD RIJCOSX def2/J DEFGRID3
* xyz 1 1
N -0.67029 -0.80109 -0.30569
C -0.07839 0.40189 0.36824
S 1.44705 0.86869 -0.57205
H -0.90488 -0.64010 -1.31301
H -1.69405 -0.78577 0.01432
H 0.04010 -1.56845 -0.32217
H -0.77761 1.34155 0.21883
H 0.22377 0.38734 1.47159
H 2.41430 0.79593 0.43994
*
```

Computed properties:
- lowest unoccupied orbital energy (eV) = -4.25
- energy above the lowest of the compared OMol25 structures with the same formula, charge and spin (eV) = 0.589
- SMILES string = [NH3+]CS
- Kohn-Sham gap (eV) = 10.1


The following is a quantum chemistry calculation of C21H23MoNO3Se2Te2 as an isolated structure in a non-equilibrium geometry, from the OMol25 dataset.

```
! wB97M-V def2-TZVPD RIJCOSX def2/J DEFGRID3
* xyz 0 1
Mo 1.09963 0.54379 1.01580
Se 3.12058 -0.51032 -0.07404
Te 4.63695 1.26768 0.85399
Te 3.52798 1.11210 3.50410
Se 1.47016 -0.36327 3.23230
C -3.81582 -1.54308 0.38179
C -3.31478 -0.05241 0.21954
C -3.68525 0.48396 -1.18726
C -3.91231 0.90754 1.31121
C -1.85893 -0.10785 0.38686
C -0.62337 -0.23218 0.53291
H -4.91161 -1.59504 0.35397
H -3.47467 -1.99736 1.30544
H -3.41046 -2.17726 -0.41005
H -4.75059 0.45179 -1.33914
H -3.17808 -0.11420 -1.96861
H -3.35728 1.53705 -1.35579
H -4.99625 0.89576 1.30960
H -3.59198 1.96260 1.17387
H -3.60141 0.59052 2.30213
C 0.59495 4.04380 2.64597
C 0.66827 4.56609 1.26507
C 0.63693 5.92876 0.99634
C 0.91422 6.37037 -0.28470
C 1.15359 5.43915 -1.28964
C 1.11140 4.06755 -1.05166
C 1.46412 3.06913 -2.10086
C 0.88243 3.58607 0.26259
N 0.99612 2.27848 0.55967
H 0.84090 4.85538 3.33670
H 1.35747 3.26961 2.80342
H -0.38558 3.59776 2.84295
H 0.52600 6.63528 1.82776
H 0.98979 7.44016 -0.50565
H 1.44979 5.80302 -2.31583
H 1.66429 3.64394 -3.01621
H 0.63367 2.35549 -2.26559
H 2.34348 2.49243 -1.78135
O 2.83915 -3.79792 -1.86351
C 2.13982 -4.86736 -1.37697
C 2.64848 -6.18115 -1.50301
C 1.99666 -7.26424 -0.96833
C 0.80607 -7.05221 -0.25456
C 0.33403 -5.75739 -0.04784
C 0.89711 -4.62017 -0.67711
C 0.13279 -3.23469 -0.66083
O 0.14850 -2.45903 -1.65924
O -0.49645 -3.02989 0.44242
H 3.63203 -4.07609 -2.39698
H 3.55392 -6.35734 -2.11266
H 2.41557 -8.25670 -1.11063
H 0.27789 -7.93197 0.13674
H -0.53988 -5.61617 0.57495
*
```

Computed properties:
- lowest unoccupied orbital energy (spin up / spin down) (eV) = -2.95 / -2.95
- Kohn-Sham gap (spin up / spin down) (eV) = 4.2 / 4.2


The following is a quantum chemistry calculation of C20H40FeO19S as an isolated structure in a non-equilibrium geometry, from the OMol25 dataset.

```
! wB97M-V def2-TZVPD RIJCOSX def2/J DEFGRID3
* xyz 0 5
Fe 0.51885 0.54294 1.39776
S 2.08122 2.69766 1.51305
O 3.51907 2.67348 1.66629
O 1.55231 4.01283 1.02021
O 1.66003 1.65141 0.36235
O 1.34224 2.09331 2.71878
C -3.42529 -0.62439 -3.50968
C -3.24467 -1.47389 -2.24719
O -1.97906 -1.05420 -1.67602
C -1.71844 -1.19805 -0.35723
O -0.58357 -0.94994 0.09888
O -2.70647 -1.67982 0.37155
C -2.44040 -1.96154 1.77527
H -3.65504 0.38974 -3.14162
H -4.15719 -0.96440 -4.23957
H -2.43646 -0.48620 -3.99387
H -3.16689 -2.54074 -2.44217
H -4.02090 -1.27667 -1.53892
H -3.23649 -2.63898 2.10892
H -2.49685 -1.02031 2.33160
H -1.44641 -2.34564 1.90613
C 1.52609 1.58969 -2.66605
C 0.47814 0.54911 -2.61895
O -0.79023 1.06827 -3.03590
C -1.53899 1.72895 -2.17636
O -1.37192 1.67626 -0.95947
O -2.51312 2.43331 -2.77586
C -2.55416 2.85909 -4.21064
H 2.47468 1.10834 -2.36067
H 1.29883 2.33919 -1.91750
H 1.68057 1.92266 -3.67344
H 0.47582 0.13821 -1.66085
H 0.56673 -0.34929 -3.25056
H -2.87726 1.91549 -4.64747
H -1.61064 3.15863 -4.66012
H -3.31519 3.62002 -4.25582
C 1.04191 -5.25648 2.78593
C 1.79683 -4.01568 2.50524
O 0.85908 -2.90933 2.76785
C 1.25703 -1.72317 3.16483
O 0.51140 -0.71972 3.05927
O 2.35582 -1.73571 3.83345
C 2.86661 -0.48600 4.23327
H 0.57196 -5.18401 3.74858
H 1.70738 -6.11093 2.67663
H 0.24397 -5.42363 2.07662
H 2.02948 -3.94543 1.41550
H 2.61509 -3.92007 3.22935
H 2.25324 0.02390 4.98447
H 3.03735 0.06848 3.31167
H 3.85509 -0.61598 4.64775
C 5.50518 0.92616 -0.80162
C 4.30808 0.38607 -0.02574
O 3.87237 -0.82381 -0.63440
C 3.07235 -1.54935 0.09260
O 2.48131 -1.23058 1.16363
O 2.86643 -2.77827 -0.41939
C 3.45817 -3.08834 -1.64195
H 6.32390 0.23493 -0.72787
H 5.82231 1.88263 -0.33816
H 5.22567 1.19562 -1.81921
H 3.39959 0.96616 -0.04177
H 4.54969 0.11000 1.01271
H 3.32999 -4.12384 -1.92185
H 4.51714 -2.84985 -1.52536
H 3.02579 -2.49668 -2.44087
C -5.63646 1.39190 -0.35165
C -4.60813 2.19745 0.31628
O -3.63255 1.31967 0.98732
C -2.44297 1.87287 1.38777
O -1.63400 1.09829 1.88465
O -2.37406 3.15410 1.26561
C -1.18769 3.72876 1.87705
H -6.18713 2.07053 -1.00278
H -6.23458 0.77592 0.31930
H -4.98123 0.72000 -0.91685
H -5.04226 2.98028 0.97164
H -3.94847 2.75625 -0.34844
H -1.60322 4.59544 2.35159
H -0.42862 3.94149 1.09470
H -0.70777 2.98545 2.53780
*
```

Computed properties:
- lowest unoccupied orbital energy (spin up / spin down) (eV) = 0.42 / 0.42
- expectation value of S² = 6.007
- Kohn-Sham gap (spin up / spin down) (eV) = 8.7 / 8.3


The following is a quantum chemistry calculation of one molecule with the formula C2H4NP in a non-equilibrium geometry, from the OMol25 dataset.

```
! wB97M-V def2-TZVPD RIJCOSX def2/J DEFGRID3
* xyz 0 1
P 1.33522 -0.00400 -0.88653
C -0.44767 0.10015 -0.43139
C -0.99121 -0.56959 0.73700
N -0.85367 0.65925 0.90992
H 1.76872 -0.36258 0.39045
H 1.61214 1.33980 -0.64831
H -1.11502 0.31370 -1.26304
H -1.30852 -1.47674 1.19190
*
```

Computed properties:
- lowest unoccupied orbital energy (eV) = 1.09
- energy above the lowest of the compared OMol25 structures with the same formula, charge and spin (eV) = 1.702
- SMILES string = P[C@H]1C=N1
- Kohn-Sham gap (eV) = 10.6


How do the records compare in DFT total energy? In the order shown, they have -499.43764; -3344.26929; -494.33430; -6501.45208; -3877.59174; -474.61113 a.u..